1.
Computed, not measured: C18H22BN8O7S2Tc as an isolated structure, with ωB97M-V/def2-TZVPD.

```
59
Properties=species:S:1:pos:R:3:mulliken_charge:R:1
Tc -0.4064 -0.1949 0.1407 1.4690
O 1.6609 -4.1340 4.4808 -0.4896
C 1.2272 -3.4348 3.6128 0.5168
C 2.0470 -2.7382 2.5188 -0.3401
O 3.2471 -2.8023 2.3902 -0.5876
C 1.0763 -1.9588 1.7535 0.9772
C -0.2233 -2.0670 2.3108 1.0371
O -1.1565 -1.3561 1.8211 -0.8837
C -0.2401 -3.0333 3.4204 -0.1736
O -1.1784 -3.4389 4.0572 -0.5409
O 1.2285 -1.1767 0.7602 -0.8085
C -0.0258 -3.8345 -2.6785 -0.5654
O -1.2475 -3.9852 -1.9523 -0.4631
C -1.6447 -2.9716 -1.1963 0.7005
O -1.0227 -1.9071 -1.1388 -0.2949
N -2.8112 -3.2203 -0.5850 0.0162
N -3.4838 -2.3692 0.2955 -0.8023
H -0.0162 -4.6549 -3.3900 0.2657
H 0.8319 -3.9019 -2.0071 0.2679
H 0.0031 -2.8751 -3.1962 0.2127
H -3.2333 -4.1336 -0.7098 0.2488
H -2.8932 -2.0922 1.0801 0.4101
H -3.8314 -1.5383 -0.1796 0.3158
C -1.0897 1.4848 -3.9757 -0.8956
N -0.5641 2.3981 -3.0008 0.3072
C -0.8127 3.7391 -2.9668 -0.4823
C -0.0241 4.2624 -1.9930 -0.8048
N 0.7153 3.2595 -1.4423 0.3322
B 1.9377 3.6174 -0.5445 0.7188
N 2.4897 2.4363 0.3021 -0.1119
C 3.8217 2.1781 0.4121 -0.8190
C 4.0252 1.3997 1.5084 -0.3966
N 2.8027 1.1741 2.0702 0.4149
C 2.5644 0.5156 3.3240 -0.9304
C 1.8871 1.7966 1.3031 0.2856
S 0.1769 1.7103 1.5415 -0.6234
C 0.3646 2.1298 -2.0519 0.1208
S 0.9410 0.5322 -1.7225 -0.4547
H -2.1699 1.6010 -4.0535 0.3732
H -0.8390 0.4677 -3.6825 0.1837
H -0.6406 1.6893 -4.9503 0.3411
H -1.5001 4.2061 -3.6404 0.5174
H 0.0863 5.2781 -1.6747 0.5282
H 2.7977 3.9600 -1.2844 -0.1659
H 1.5899 4.4695 0.2051 -0.1231
H 4.5241 2.5771 -0.2901 0.5229
H 4.9259 1.0021 1.9262 0.5173
H 3.1861 -0.3755 3.4055 0.3414
H 1.5100 0.2482 3.4004 0.2785
H 2.8052 1.1859 4.1534 0.3163
N -2.7253 1.8268 0.2418 -0.2385
C -3.8216 2.2767 -0.3831 -0.3216
C -4.0205 1.4681 -1.4825 -1.0872
C -2.9786 0.5439 -1.4431 -0.8461
N -2.1903 0.7751 -0.3915 0.8915
H -2.2955 2.1936 1.0809 0.0432
H -4.3890 3.1137 -0.0286 0.5134
H -4.7971 1.5377 -2.2153 0.4995
H -2.7722 -0.2610 -2.1220 0.7658
```

Calculated values
Strongest force on any atom, eV Å⁻¹: 2.9
Multiplicity: 4
Charge: +1
LUMO level (spin up / spin down), eV: -4.0 / -5.1
HOMO energy (spin up / spin down), eV: -11.02 / -10.94
⟨S²⟩: 3.80


2.
Computed, not measured: C30H55Br14ClN2O7P as an isolated structure, with ωB97M-V/def2-TZVPD.

```
110
Properties=species:S:1:pos:R:3:mulliken_charge:R:1
C -3.1381 2.3430 0.8605 -1.3165
C -1.9751 2.2205 -0.0992 -0.2415
O -0.9403 1.3499 0.4734 -0.4034
C -0.4416 0.3252 -0.2550 0.4910
C -0.9958 -0.9816 -0.0310 -0.2698
C -2.1474 -1.1716 0.9036 1.3273
C -3.1435 -2.2550 0.4790 -0.0616
C -4.5662 -1.8987 0.8527 -0.7650
Cl -4.7439 -1.4366 2.5476 -0.1672
N -0.5083 -2.0533 -0.6266 -1.0331
N 0.5328 -1.8979 -1.4668 1.1012
C 1.0489 -3.1431 -2.0252 -0.5919
P 2.2988 -3.8235 -0.8827 0.8645
O 2.7886 -2.7607 0.0100 -0.5077
O 1.6015 -5.0153 -0.1180 -0.4657
O 3.3700 -4.5151 -1.8213 -0.5440
C 1.0752 -0.7093 -1.7641 0.2437
O 2.1527 -0.7354 -2.5705 -0.4674
C 0.5925 0.4848 -1.1593 0.6712
C 1.2387 1.7892 -1.5143 -0.0417
C 1.0732 2.1655 -2.9979 -0.5331
C -0.2917 2.7615 -3.3540 0.9680
C -0.5628 2.5997 -4.8322 -0.6205
O -1.8989 2.9963 -5.1546 -0.3710
C -2.7079 1.9688 -5.5337 0.5793
C -3.7966 1.6890 -4.5630 0.0534
O -2.5447 1.3979 -6.5347 -0.5299
H -3.6469 3.2877 0.6636 0.4520
H -3.8628 1.5443 0.7147 0.2299
H -2.7827 2.3481 1.8900 0.2500
H -1.5185 3.1880 -0.2971 0.4819
H -2.3016 1.7590 -1.0314 0.1731
H -1.7415 -1.4021 1.8911 0.0225
H -2.6731 -0.2256 0.9795 -0.4204
H -2.8836 -3.2163 0.9286 -0.5067
H -3.1354 -2.4160 -0.6026 0.4292
H -5.2081 -2.7546 0.6483 0.4776
H -4.9326 -1.0839 0.2255 0.3523
H 1.4164 -3.0267 -3.0418 0.1770
H 0.1998 -3.8248 -2.0741 0.3999
H 1.8640 -5.8810 -0.4641 0.3237
H 4.2477 -4.1603 -1.6053 0.3434
H 1.9397 -0.6305 -3.5186 -0.1448
H 2.3069 1.6886 -1.3218 -0.6080
H 0.8476 2.6089 -0.9150 0.4000
H 1.8183 2.9325 -3.2167 0.5943
H 1.3015 1.3219 -3.6467 -0.0259
H -1.1070 2.2959 -2.8017 -0.8976
H -0.2428 3.8253 -3.1125 0.2387
H 0.1554 3.1890 -5.4053 0.3960
H -0.4165 1.5487 -5.0934 0.1604
H -3.4362 1.8606 -3.5508 -0.1949
H -4.6197 2.3799 -4.7535 -0.1485
H -4.1308 0.6642 -4.7046 0.3669
Br -6.8555 3.5065 -3.4774 -0.1281
C -7.6674 2.7043 -5.0546 -0.5987
C -8.5430 1.5349 -4.6939 -0.5693
Br -7.4918 -0.0371 -4.2341 -0.1394
H -6.8563 2.4206 -5.7185 0.3433
H -8.2540 3.4955 -5.5153 0.3914
H -9.1523 1.2413 -5.5455 0.3492
H -9.1815 1.7431 -3.8418 0.3830
Br 1.1490 -0.4264 -6.0594 0.0272
C 2.5609 -1.3633 -7.0237 -0.6989
C 2.6177 -2.8174 -6.6448 -0.6101
Br 3.3967 -3.0606 -4.8789 -0.1134
H 3.4823 -0.8342 -6.8037 0.4302
H 2.3154 -1.2501 -8.0770 0.4013
H 3.2563 -3.3642 -7.3343 0.3864
H 1.6348 -3.2763 -6.6172 0.4075
Br 0.9336 -1.5768 5.4192 -0.1019
C 2.1045 -1.4066 3.8663 0.1119
C 3.4718 -1.9579 4.1099 -0.5295
Br 4.5809 -0.7764 5.1812 -0.1612
H 2.1196 -0.3509 3.6283 -0.5336
H 1.6277 -1.9685 3.0674 0.2708
H 3.9988 -2.0555 3.1644 0.3310
H 3.4491 -2.9197 4.6133 0.4524
Br -0.8669 2.2040 6.7169 -0.1939
C 0.0300 0.6049 6.0681 -1.0013
C -0.2953 0.3389 4.6210 0.3817
Br -2.0914 -0.3797 4.3908 -0.0870
H -0.2748 -0.2109 6.7156 0.5634
H 1.0953 0.7909 6.1914 0.5552
H 0.3753 -0.4171 4.2201 -0.6748
H -0.2397 1.2395 4.0162 0.5888
Br 5.4300 2.5855 6.6363 -0.0788
C 5.6286 4.2604 7.6072 -0.6529
C 6.0891 5.3795 6.7120 -0.5698
Br 7.9745 5.2310 6.2668 -0.1221
H 6.3218 4.0659 8.4188 0.3637
H 4.6433 4.4821 8.0135 0.3550
H 5.9807 6.3358 7.2187 0.3518
H 5.5482 5.4018 5.7716 0.3352
Br 2.5571 1.7702 2.1543 -0.0540
C 4.4311 2.3100 2.1021 -0.5617
C 4.6979 3.2349 0.9480 -0.5652
Br 4.8378 2.2959 -0.7528 -0.1379
H 5.0303 1.4058 2.0720 0.3908
H 4.5973 2.8235 3.0467 0.2325
H 5.6589 3.7302 1.0656 0.4028
H 3.9157 3.9789 0.8372 0.3595
Br -2.2760 -5.6878 5.9074 -0.1190
C -1.4308 -6.7832 4.5446 -0.6214
C -0.9599 -5.9508 3.3834 -0.4469
Br -2.4378 -5.3884 2.2479 -0.1170
H -2.1549 -7.5365 4.2508 0.3887
H -0.5829 -7.2604 5.0311 0.3733
H -0.2997 -6.5267 2.7378 0.3290
H -0.4577 -5.0475 3.7018 0.2406
```

Calculated values
Strongest force on any atom, eV Å⁻¹: 8.7
Multiplicity: 1
Charge: +1
LUMO level, eV: -3.4
HOMO energy, eV: -10.64


3.
Computed, not measured: a 4-piece molecular cluster, C4H18NO3 overall, with ωB97M-V/def2-TZVPD.

```
26
Properties=species:S:1:pos:R:3:mulliken_charge:R:1
C 2.6822 -2.0319 -1.0497 -1.2511
C 2.0374 -1.3571 0.1305 -0.2400
N 1.0594 -0.2166 -0.2023 0.0254
C 1.1053 0.3197 -1.5752 -0.4480
C 0.3066 1.6236 -1.6875 -1.0237
H 3.1047 -2.9772 -0.7245 0.3628
H 3.4045 -1.5168 -1.6867 0.3690
H 1.9047 -2.3907 -1.7312 0.3492
H 1.4949 -2.0838 0.7230 0.3252
H 2.8205 -0.8956 0.7278 0.3268
H 1.2641 0.4801 0.5022 0.3611
H 0.1111 -0.6018 -0.0107 0.2256
H 0.7562 -0.4342 -2.2791 0.3463
H 2.1498 0.5011 -1.8339 0.4282
H 0.8168 2.4087 -2.2197 0.3345
H -0.6695 1.4396 -2.1172 0.3083
H 0.0176 1.9780 -0.6992 0.2422
H -1.9302 -0.1277 0.6365 0.3057
H -2.1808 -1.6474 0.2537 0.2932
O -1.5121 -0.9599 0.3754 -0.6635
H -4.4279 0.9042 3.5396 0.3367
H -4.7734 1.2712 2.0605 0.3503
O -4.1580 0.7616 2.6179 -0.7087
H -1.0869 1.9123 2.3920 0.3359
H -2.5521 1.6894 2.1707 0.3530
O -1.7447 1.9512 1.6869 -0.6445
```

Calculated values
Strongest force on any atom, eV Å⁻¹: 1.8
Multiplicity: 1
Charge: +1
Energy above the lowest of the compared OMol25 structures with the same formula, charge and spin, kJ/mol: 47.9
LUMO level, eV: -2.7
HOMO energy, eV: -14.71


Q: What is the formula in the third record?
A: C4H18NO3